# C26H52BBrF3N3O4P

A cluster of 3 separate species, C26H52BBrF3N3O4P in total in a non-equilibrium geometry (ωB97M-V/def2-TZVPD, the Open Molecules 2025 dataset).

Structure (XYZ):
```
91
Properties=species:S:1:pos:R:3:mulliken_spin:R:1
Br 0.3960 3.4833 4.3613 0.000
P 1.3669 1.6107 3.1527 0.000
F 5.4653 2.9183 2.7419 0.000
F 5.6192 2.2678 0.7117 0.000
F 4.7976 4.1957 1.1643 0.000
O 0.9596 -3.6423 1.3719 0.575
O -1.2230 0.7314 4.3952 0.000
O -1.4141 3.1634 -2.1130 0.564
O 3.6451 2.3496 1.5993 0.000
N 0.5454 -0.9451 4.4911 0.000
N 0.4040 -4.7730 1.0988 0.344
N -2.4212 3.7830 -2.6224 0.355
C -1.6377 5.2355 -5.0298 -0.017
C 1.3302 1.2735 -0.5195 0.002
C 2.1442 -7.0016 1.8291 -0.017
C -2.6421 1.6766 -3.8852 -0.017
C 2.6971 2.9260 2.5302 0.000
C 0.1117 -5.5265 2.3540 0.033
C 2.2794 0.1441 2.3782 0.002
C 2.4413 -6.1136 0.6222 0.019
C -1.0197 -6.5455 2.1144 0.014
C -0.3245 -0.3175 0.5558 0.010
C -1.8306 3.7191 -5.0490 0.018
C 1.1865 -5.4672 0.0378 0.024
C -1.6346 5.6148 -1.1741 -0.013
C 2.7613 -0.9030 1.9600 0.003
C 0.1829 1.9693 1.6975 0.002
C -3.5264 6.0287 -2.6644 0.012
C 0.3341 -6.5363 -0.6770 0.008
C -2.1971 5.2545 -2.5452 0.032
C -4.2289 3.4861 -4.3094 0.015
C 0.1471 1.1330 0.4219 0.020
C 4.8299 2.9194 1.5761 0.000
C -0.4133 -4.5747 3.4235 -0.012
C 1.5782 -4.4665 -1.0440 -0.007
C -2.7582 3.1963 -3.9503 0.023
C 1.3586 -6.2317 2.8908 0.015
C -1.2316 5.7135 -3.6364 0.020
B 0.0920 0.3891 4.0774 0.000
H -4.5367 2.8659 -5.1516 0.001
H -3.4024 7.0397 -2.2773 0.001
H 2.0236 -5.4884 3.3411 0.005
H 3.0839 -7.3541 2.2596 0.001
H -2.5489 5.7410 -5.3630 -0.001
H 2.1497 0.6168 -0.2685 -0.001
H -1.8573 -6.0755 1.5979 -0.008
H -1.2428 1.0781 5.2876 0.000
H -0.6727 -6.1650 -0.8718 -0.008
H -0.6608 5.1653 -0.9918 0.003
H 0.2566 -7.4743 -0.1314 0.001
H -0.8495 3.2457 -4.9446 0.005
H 0.7826 -6.7872 -1.6383 0.001
H -4.4141 4.5148 -4.6106 0.001
H -1.5130 6.6954 -1.1042 0.000
H 3.2101 3.2348 3.4279 0.000
H 1.0643 -6.9092 3.6953 -0.001
H -1.0359 -0.5415 -0.2318 -0.001
H -0.2281 5.3382 -3.4139 0.004
H 0.9818 0.9847 -1.5084 0.000
H -1.1650 6.8036 -3.6206 0.000
H -4.8834 3.2503 -3.4696 -0.010
H -0.8307 -0.5128 1.4925 0.001
H -2.2212 3.4085 -6.0209 0.000
H -3.0117 1.2454 -4.8156 0.000
H -0.7124 -7.4207 1.5452 0.001
H 2.2449 1.4329 4.3271 0.000
H 3.1453 -5.3319 0.9241 0.002
H -1.3900 -6.9219 3.0679 0.001
H 2.9403 -6.6965 -0.1555 0.000
H 2.1119 -4.9837 -1.8414 0.000
H -3.8797 6.1435 -3.6874 0.001
H -0.7460 -5.1491 4.2873 0.000
H -4.3108 5.5479 -2.0791 -0.009
H -0.8614 5.5098 -5.7475 0.002
H 3.2072 -1.7665 1.5770 -0.002
H 0.3895 -1.6374 3.7759 0.001
H 2.2307 3.8100 2.1112 0.000
H 1.5228 -0.9263 4.7403 0.000
H 0.4981 -0.9992 0.4059 -0.007
H -2.3096 5.2964 -0.3787 0.001
H 0.3506 -3.8853 3.7716 0.005
H -1.6121 1.3488 -3.7595 0.003
H 2.2331 -3.6826 -0.6687 0.004
H 0.6948 -3.9940 -1.4760 0.000
H -3.2325 1.2718 -3.0624 0.003
H 1.6354 2.3062 -0.6040 0.000
H 0.3258 3.0011 1.3941 0.000
H 1.5968 -7.8984 1.5241 -0.001
H -1.2589 -3.9924 3.0548 -0.001
H -0.6439 1.5914 -0.1646 -0.022
H -0.8189 1.9678 2.1125 0.000
```

- Electronic energy: -128623.01434 eV
- Spin multiplicity: 3
- Maximum force: 2.723 eV/Å
- Gap between HOMO and LUMO (alpha / beta): 5.801 / 5.755 eV
- E_HOMO (alpha / beta): -3.5399 / -3.5400 eV
- Total charge: -1


# C4H6O2S2

An isolated molecule of C4H6O2S2 in a non-equilibrium geometry (ωB97M-V/def2-TZVPD, the Open Molecules 2025 dataset).

Structure (XYZ):
```
14
Properties=species:S:1:pos:R:3:nbo_charge:R:1
S 0.0116 2.1321 -0.0711 0.189
S 2.3812 -0.4749 0.2940 0.006
O 0.3959 -1.3865 -1.1469 -0.657
O -2.1738 -0.6372 -0.8459 -0.715
C -1.4696 -1.0399 1.4531 -0.648
C -1.5904 -0.0176 0.3348 0.009
C 0.8665 -0.4906 -0.2852 0.137
C -0.2033 0.5505 0.0302 -0.227
H -2.4307 -1.4117 1.7870 0.233
H -2.4330 0.0667 -1.4407 0.492
H -0.6240 -1.2160 -1.1771 0.506
H -2.2245 0.8198 0.6391 0.206
H -1.0736 -1.9997 1.0898 0.231
H -0.8951 -0.6009 2.2811 0.237
```

- Electronic energy: -30009.44208 eV
- ΔE to the lowest compared entry with this formula, charge and spin: 44.73 kcal/mol
- Maximum force: 1.852 eV/Å
- Gap between HOMO and LUMO: 7.666 eV
- E_HOMO: -8.8985 eV
- SMILES string: C[C@H](O)C(=S)C(O)=S


# C34H99N3O25

A cluster of 14 separate species, C34H99N3O25 in total in a non-equilibrium geometry (ωB97M-V/def2-TZVPD, the Open Molecules 2025 dataset).

Structure (XYZ):
```
161
Properties=species:S:1:pos:R:3:mulliken_charge:R:1
O 2.8494 -2.5304 -2.8129 -0.632
O 3.9596 -0.1515 0.6159 -0.146
O -1.6183 -3.9350 -1.8572 0.174
O -3.5815 2.3743 -1.3402 -0.656
O -1.4337 -2.6543 -4.7996 -0.451
O 0.8059 -2.8339 6.4981 -0.460
O -1.4301 0.1255 -4.5082 0.001
O 2.5839 0.9120 2.9768 -0.361
O -4.2381 -5.3215 2.9307 -0.606
O 0.9313 1.1055 0.1411 2.158
O 4.7271 2.3002 -3.0384 -0.268
O -1.7541 2.8019 -4.4143 -0.592
O 0.5351 -4.7017 4.1846 -0.635
O -2.9945 4.1989 0.7066 -0.222
O -1.5208 -6.9241 -1.5508 -0.568
O -5.1198 0.3864 0.1386 -0.493
O -5.1723 1.3684 2.8006 -0.576
O 7.0552 4.9885 -3.6912 -0.538
O -3.0348 -1.0359 -0.9052 0.473
O 2.1849 3.2657 1.1706 -0.814
O -0.6702 -0.7174 5.1378 -0.381
O 0.7791 -5.3640 -2.5194 -0.524
O -1.4463 -4.6743 2.2889 -0.764
O -3.0461 -0.5026 2.1640 0.053
O 1.1984 -1.9073 3.3030 0.006
N 5.0744 2.3547 -0.2660 -0.201
N 2.2683 0.2843 -3.2541 -0.441
N -1.9879 5.2361 -1.6295 -0.307
C -0.3019 -2.1160 7.1182 -0.640
C -1.2255 -1.5077 6.1781 -0.019
C -4.1682 4.0707 1.4136 -0.653
C -2.9894 2.6883 -3.6800 -1.099
C -1.4906 -0.4782 -5.7970 -0.460
C 1.7167 3.1551 2.5305 0.042
C 1.9395 -4.5900 -2.8146 -1.000
C 1.5698 -3.1723 -2.7124 0.409
C -4.2110 -1.7114 -0.6225 0.713
C 6.1840 1.2252 1.6454 -1.266
C 5.0699 -0.0543 -0.2186 -0.956
C -2.8690 0.6443 3.0008 0.291
C 2.4642 2.2433 3.4718 -0.795
C -4.1825 0.9686 3.7660 -0.762
C -2.6551 -6.0986 -1.4267 -0.380
C -0.1873 0.6128 0.9523 0.577
C -3.4415 -4.3043 3.6163 -0.501
C -0.2680 6.6968 -0.2586 -1.648
C 1.0445 0.4276 -1.1309 -0.505
C -1.2315 5.4351 -0.3405 1.336
C 5.8116 1.1873 0.1585 0.389
C 1.5889 2.4982 -2.4201 -0.809
C -5.3695 -0.7575 -0.6852 -0.799
C 3.3395 -1.3792 0.5295 -0.766
C -2.1780 -1.8102 -5.6889 -0.558
C 5.2363 3.4987 -3.4937 -0.526
C -2.6466 -4.8367 -2.3103 -0.167
C 2.1145 1.1220 -1.9944 3.045
C -2.4298 -3.7039 2.6844 2.098
C -2.7236 1.8980 -2.3646 1.651
C 2.1485 -2.9525 3.5651 -0.205
C 6.7558 3.6153 -3.4377 -0.238
C 1.5645 -4.3122 3.2824 -0.841
C -2.2388 5.4382 0.8253 -1.099
H 7.9443 5.0849 -4.1306 0.327
H -2.9540 -3.3548 1.7388 -1.209
H 2.2874 2.9388 -3.1588 0.371
H 4.8326 4.3757 -2.9299 0.281
H -0.2193 -4.9408 3.5855 0.418
H -4.6873 3.2188 0.8582 0.082
H 2.4442 -2.7773 4.5561 0.646
H 6.7985 1.1526 -0.2862 0.553
H -4.7687 5.0095 1.3584 0.377
H -0.3945 1.3099 1.7558 -0.599
H 1.4330 0.3180 -3.8295 0.231
H -1.9059 -5.4737 1.9762 0.271
H -1.1580 -2.1779 -3.9949 0.134
H 3.0487 0.6689 -3.7808 0.283
H -1.4330 5.6042 -2.3777 0.269
H 7.2534 2.9543 -4.1555 0.303
H -3.7531 2.2395 -4.2946 0.287
H -3.2053 -1.6515 -5.3422 0.222
H -0.7759 -6.3057 -1.4887 0.434
H -3.0000 2.9711 -0.7757 0.192
H 7.0187 0.6540 2.0396 0.393
H 4.7711 2.3053 -2.0755 -0.016
H -0.4711 4.6060 -0.3047 -0.681
H 1.6858 -1.0665 3.4565 -0.006
H -4.8265 -4.9582 2.2537 0.316
H 1.3644 3.1893 -1.5760 -0.032
H 1.7521 2.5414 0.6798 -0.106
H 0.5764 6.6055 -1.0120 0.333
H -1.3321 1.1143 -4.6035 0.017
H -5.0734 0.7958 2.0089 0.470
H -2.8942 5.7849 -1.5751 0.252
H 2.6072 -4.8042 -2.0118 0.410
H -2.2200 -2.3616 -6.6079 0.357
H 1.7850 4.1953 2.9156 0.508
H 1.4473 -0.5279 -0.9361 -0.192
H -5.6021 -0.4559 -1.7130 0.238
H -4.4251 0.0674 4.3142 0.267
H -1.8875 -2.9174 3.2047 -0.304
H -4.4130 -2.4509 -1.3571 0.299
H 3.0397 -2.8296 2.8917 0.119
H -3.1441 -0.4075 1.2165 0.028
H 1.1359 -4.3366 2.2651 0.230
H -1.7519 -2.3175 5.6286 -0.067
H 0.3409 -1.3304 7.6725 0.241
H 6.3351 2.2787 1.8792 0.371
H 1.1375 -2.9269 -1.7717 0.241
H 0.0666 0.4953 -1.7058 -0.245
H -1.6601 1.7632 -2.1003 -0.517
H 0.9065 -2.9294 -3.5411 0.204
H -2.5382 -5.0304 -3.3995 0.208
H -3.9717 1.8501 4.3779 0.458
H -0.7952 -4.2304 -2.2636 -0.077
H 0.0445 -1.2268 4.7189 0.371
H -2.0593 0.1687 -6.4330 0.426
H -3.6706 -4.3009 -2.1628 0.095
H -1.0721 0.7045 0.2795 -0.268
H -0.6555 7.6357 -0.6653 0.447
H -0.1101 -0.4843 1.1693 -0.001
H 4.1930 2.5162 0.1906 -0.237
H -2.7835 -5.7147 -0.4512 -0.026
H 3.4166 2.6529 3.8236 0.252
H 0.5962 2.8958 2.5972 -0.240
H -4.1550 -3.5169 3.9624 0.259
H -2.4772 -1.6053 -1.4332 -0.372
H 5.2861 0.9440 2.3049 0.029
H 2.3482 -4.8737 -3.8267 0.260
H 2.4747 -1.3508 1.1671 -0.075
H 3.0233 -1.7512 -0.4526 0.447
H 3.0495 1.1466 -1.4232 -2.874
H -2.8785 -4.7031 4.4840 0.330
H 2.6392 -1.5784 -3.0320 0.410
H 1.8868 2.1506 4.3482 0.539
H -2.6031 1.5435 2.4564 -0.434
H -3.3468 3.7028 -3.4090 0.535
H -1.7847 3.6886 -4.7587 0.308
H -0.8210 -2.7860 7.8303 0.318
H -4.4038 0.8963 -0.3140 0.149
H 4.8447 3.5493 -4.5136 0.399
H 0.9848 -6.3127 -2.6041 0.292
H 5.6902 3.1402 0.0087 0.386
H 4.7756 -0.0139 -1.2876 0.226
H 0.6281 2.3725 -3.0154 0.073
H 2.4500 -4.8946 3.2740 0.403
H -4.1975 -2.3311 0.3002 -0.739
H 0.4337 -3.6340 6.0062 0.243
H -3.9201 3.7819 2.4342 0.206
H -0.5354 -0.5985 -6.2767 0.273
H 5.7186 -0.9324 -0.1526 0.493
H -3.0951 0.8223 -2.5671 0.042
H -6.3277 -1.2113 -0.4398 0.468
H -3.5101 -6.6803 -1.6350 0.510
H 3.9663 -2.1955 0.8901 0.493
H -1.8115 5.4991 1.8106 0.385
H -2.0942 0.4713 3.6725 0.356
H -1.8590 -0.7314 6.6549 0.387
H -2.9127 6.3145 0.6633 0.385
H 0.1570 6.9753 0.7335 0.358
H 7.0527 3.2473 -2.4098 0.032
H 3.0293 0.9890 2.1375 0.003
```

- Electronic energy: -92513.93281 eV
- ΔE to the lowest compared entry with this formula, charge and spin: 17.66 kcal/mol
- Maximum force: 4.264 eV/Å
- Gap between HOMO and LUMO: 9.423 eV
- E_HOMO: -9.1537 eV


# C14H26NO2PPdSi

A structure of composition C14H26NO2PPdSi in a non-equilibrium geometry (ωB97M-V/def2-TZVPD, the Open Molecules 2025 dataset).

Structure (XYZ):
```
46
Properties=species:S:1:pos:R:3:nbo_charge:R:1
Pd -1.2626 -1.6037 1.3801 0.211
P 1.6085 1.8440 -1.0987 1.178
Si -0.3902 -2.9689 -0.2863 0.602
O 1.0650 -2.3650 3.0743 -0.472
O 2.2586 -0.5712 1.0102 -0.712
N -2.4821 -0.3162 0.5841 -0.235
C -4.4960 0.9327 0.7104 -0.176
C -4.4407 -1.1948 -0.5560 -0.180
C 0.1705 -2.1911 2.3546 0.440
C 1.4443 3.5943 -1.4297 -0.971
C 4.6384 -0.1822 1.0698 -0.719
C -5.8649 0.9584 0.5808 -0.223
C 3.2055 0.0754 1.4765 0.447
C -0.0127 1.0937 -1.0730 -0.977
C 3.0175 1.0442 2.6077 -0.714
C 1.4820 -3.1416 -0.4379 -1.099
C -5.8103 -1.1196 -0.6950 -0.217
C 2.6279 1.0449 -2.3363 -0.969
C -3.7304 -0.2068 0.2294 0.041
C -6.5311 -0.0382 -0.1459 -0.164
H -7.6111 -0.0077 -0.2618 0.220
H -0.9396 -4.3643 -0.1816 -0.177
H 2.9014 0.4633 3.5364 0.206
H 5.1180 -0.7431 1.8789 0.201
H 5.1788 0.7588 0.9378 0.215
H -3.9459 1.7070 1.2496 0.226
H -3.8546 -2.0119 -0.9795 0.237
H -6.3393 -1.9079 -1.2351 0.228
H 1.6771 3.7583 -2.4897 0.244
H -6.4363 1.7518 1.0630 0.226
H 0.0511 0.0528 -1.4243 0.270
H 2.9796 1.8067 -3.0473 0.236
H 2.1101 1.6373 2.4620 0.211
H -0.4496 1.0798 -0.0657 0.270
H 3.4885 0.5871 -1.8258 0.260
H 2.1447 4.1579 -0.7953 0.248
H 3.8814 1.7122 2.7199 0.209
H 4.6753 -0.7686 0.1515 0.215
H 1.9847 -3.2860 0.5329 0.245
H 1.7235 -4.0036 -1.0832 0.226
H 2.3365 1.6409 0.1026 -0.079
H 0.4189 3.9204 -1.2125 0.253
H -0.6702 1.6741 -1.7427 0.224
H 1.9063 -2.2355 -0.8942 0.244
H 2.0437 0.2664 -2.8476 0.256
H -0.8699 -2.3346 -1.5676 -0.207
```

- Electronic energy: -41163.64152 eV
- Spin multiplicity: 5
- Maximum force: 4.916 eV/Å
- Gap between HOMO and LUMO (alpha / beta): 3.635 / 6.161 eV
- E_HOMO (alpha / beta): -3.1191 / -8.1939 eV


# C9H16N4OS

An isolated molecule of C9H16N4OS in a non-equilibrium geometry (ωB97M-V/def2-TZVPD, the Open Molecules 2025 dataset).

Structure (XYZ):
```
31
Properties=species:S:1:pos:R:3:nbo_charge:R:1
S -3.0408 1.5876 1.5301 0.229
O 2.3906 0.3997 1.9268 -0.599
N -1.4340 -0.1278 -0.5635 -0.429
N 2.1110 -2.7662 0.0015 -0.678
N -0.0591 -1.9543 -0.4961 -0.588
N 1.4429 0.1659 0.8934 -0.170
C 1.8757 0.3917 -0.2645 0.265
C 1.0042 -2.8038 -0.5793 0.277
C 0.8890 0.1095 -1.2717 -0.526
C -0.2017 -0.7203 -0.6867 0.550
C -1.8127 1.2191 -0.9084 -0.227
C -1.8047 2.1415 0.3212 -0.556
C -2.4984 -0.0591 1.6522 -0.593
C -2.5089 -0.7658 0.2608 -0.227
C 3.3326 0.7790 -0.5863 -0.689
H -1.4646 -0.0518 2.0713 0.221
H -2.0401 3.1894 -0.1340 0.241
H -1.3204 1.5560 -1.7993 0.205
H 2.1519 -2.0126 0.5860 0.323
H 3.7180 0.5996 0.3937 0.257
H -2.1097 -1.7177 0.4223 0.243
H -2.8375 1.1042 -1.2235 0.207
H 1.3889 -0.4749 -2.0285 0.240
H 3.5182 1.8514 -0.9348 0.237
H 0.8031 -3.7136 -1.1472 0.156
H 1.9386 0.3115 2.7690 0.486
H -3.0694 -0.7308 2.3060 0.245
H -3.6132 -0.6202 -0.0908 0.211
H 3.6442 0.0784 -1.4546 0.235
H -0.8317 2.1006 0.8110 0.223
H 0.4380 0.9339 -1.7759 0.232
```

- Electronic energy: -28432.09877 eV
- ΔE to the lowest compared entry with this formula, charge and spin: 35.13 kcal/mol
- Maximum force: 3.310 eV/Å
- Gap between HOMO and LUMO: 8.903 eV
- E_HOMO: -8.3090 eV
- SMILES string: [H]/N=C\N=C(/C/C(C)=N/O)N1CCSCC1


> Number 4 is which compound?

C14H26NO2PPdSi


> Which value of maximum force does entry 5 give?

3.310 eV/Å


> What is the electronic energy in the second record?

-30009.44208 eV


> Which value of maximum force does entry 3 give?

4.264 eV/Å